A molecular structure, C14H38AsF6O13S5. Source: OMol25; level of theory: ωB97M-V with the def2-TZVPD basis set.

Each line ends with the Mulliken charge.
Cartesian coordinates (Å):
As 0.74582 1.67612 -1.32528  2.0914
F -0.60054 1.63460 -2.42462  -0.5479
F -0.02549 2.99882 -0.54447  -0.5222
F 1.97429 1.69572 -0.12301  -0.4580
F 1.43261 0.31272 -2.15464  -0.4070
F 1.58576 2.76622 -2.35020  -0.5203
F -0.16229 0.57218 -0.31603  -0.5600
O -5.25078 0.78893 1.48336  -0.6375
S -3.96959 1.09611 2.02191  1.2341
O -3.56527 2.45444 2.18959  -0.6681
O -3.85934 0.37907 3.45576  -0.2434
C -4.74518 0.91103 4.46513  -0.3341
C -4.47513 0.11572 5.71581  -1.2052
C -2.70646 0.18300 1.24537  -0.9056
H -5.78757 0.75204 4.17086  0.2987
H -4.59103 1.98839 4.51600  0.3990
H -4.60702 -0.94015 5.48299  0.3041
H -5.13150 0.43640 6.52101  0.3737
H -3.42806 0.21832 6.00844  0.3123
H -2.59648 0.44284 0.19549  0.3273
H -2.93199 -0.88292 1.27015  0.2920
H -1.77416 0.36547 1.77094  0.3823
O 3.91944 3.08477 4.87780  -0.6894
S 3.50658 3.04268 3.50051  1.2755
O 3.23222 4.24249 2.78808  -0.6281
O 4.64265 2.26822 2.69987  -0.2733
C 6.02332 2.26254 3.18466  -0.2994
C 6.92837 2.78515 2.11007  -1.1295
C 2.19826 1.84057 3.31841  -0.8015
H 6.18485 1.20850 3.40273  0.2618
H 6.06167 2.84598 4.09919  0.4009
H 6.95670 2.21671 1.18430  0.2986
H 7.93545 2.83679 2.53541  0.3734
H 6.64942 3.80704 1.84433  0.3054
H 1.49311 2.29304 2.62553  0.3094
H 1.70903 1.81479 4.29351  0.4195
H 2.60233 0.85953 3.11372  0.1706
O 3.23868 -4.51476 -1.88803  -0.6935
S 1.90596 -4.01521 -1.78089  1.3654
O 0.80023 -4.88005 -2.00437  -0.6481
O 1.68973 -3.45082 -0.31465  -0.2867
C 2.79728 -2.85421 0.38953  -0.5813
C 2.67550 -1.36058 0.47069  -0.5093
C 1.71783 -2.54886 -2.80062  -0.6547
H 3.74924 -3.12956 -0.06273  0.3715
H 2.76519 -3.27947 1.39187  0.3174
H 3.38668 -0.96719 1.20079  0.3285
H 1.68843 -1.07710 0.84374  0.1006
H 2.84967 -0.83910 -0.46784  0.2145
H 2.65258 -2.41210 -3.33750  0.4538
H 1.53363 -1.72204 -2.12417  -0.2219
H 0.90909 -2.75797 -3.49219  0.4916
O -5.31038 -4.68084 -0.86721  -0.6417
S -5.47770 -3.37654 -0.30574  1.0840
O -5.79352 -3.21673 1.06968  -0.6107
O -4.17224 -2.53088 -0.57904  -0.0936
C -3.16508 -3.07512 -1.46194  -0.3839
C -2.07740 -2.02826 -1.53113  -0.8329
C -6.62181 -2.43504 -1.26256  -0.9179
H -3.59009 -3.22653 -2.45723  0.3230
H -2.77947 -4.02845 -1.10807  0.3499
H -2.46858 -1.06874 -1.85118  0.3578
H -1.22435 -2.38010 -2.12023  0.2507
H -1.52944 -1.95464 -0.58517  0.1160
H -7.63000 -2.70368 -0.96667  0.3950
H -6.39089 -2.58774 -2.31248  0.3086
H -6.41023 -1.40042 -0.99341  0.2855
C 1.07782 3.59276 -5.76049  -0.9651
S 0.48514 1.93283 -5.37905  0.7112
O 0.10357 1.35211 -6.71059  -0.7294
C 2.12661 1.22998 -5.08170  -0.7247
H 1.53371 4.05225 -4.87854  0.2921
H 0.24575 4.21446 -6.07487  0.3276
H 1.87673 3.48816 -6.49492  0.3336
H 2.67084 1.87972 -4.40174  0.2891
H 2.64256 1.16470 -6.04048  0.5044
H 1.94470 0.22193 -4.72152  -0.0760

Computed properties:
E_HOMO: -0.2381 hartree
net charge: -1
multiplicity: 1
HOMO-LUMO gap: 8.70 eV
E_tot: -173075.6959 eV

A molecular structure, C14H38FLi2N3O4. Source: OMol25; level of theory: ωB97M-V with the def2-TZVPD basis set.

Each line ends with the Mulliken charge.
Cartesian coordinates (Å):
Li 1.41538 -1.67178 -9.19280  0.9349
Li -2.03325 -4.74397 -10.65736  0.9101
F -2.01207 -1.69026 -9.34577  -0.9437
C 2.52355 -4.27090 -14.42608  -0.7189
C 2.14014 -5.34236 -13.41280  -0.4288
O 1.62879 -4.90858 -12.16896  -0.9067
H 2.59125 -4.61765 -15.45724  0.2799
H 3.50658 -3.95459 -14.07720  0.1928
H 1.75842 -3.49578 -14.38319  0.2190
H 2.99665 -5.98723 -13.21627  0.1938
H 1.48934 -6.15042 -13.74686  0.2605
C -5.26353 -4.28673 -16.77806  -1.3928
C -4.75859 -2.98393 -15.95645  0.2893
C -5.70787 -1.80005 -16.24944  -0.6011
O -5.46044 -1.30776 -17.55599  -0.3439
C -5.76281 0.11933 -17.61933  -0.7787
N -4.78022 -3.28135 -14.53639  -0.6884
H -5.28276 -4.22175 -17.86594  0.3596
H -6.25012 -4.67459 -16.52449  0.3639
H -4.61985 -5.11694 -16.48732  0.3653
H -3.78275 -2.89069 -16.43303  0.2754
H -5.56292 -1.00522 -15.51777  0.3981
H -6.76327 -2.06868 -16.20409  0.2768
H -5.49334 0.68819 -18.50921  0.3011
H -4.96769 0.53152 -16.99808  0.3015
H -6.74136 0.37998 -17.21608  0.3034
H -4.77272 -2.37051 -14.10002  0.2958
H -5.67957 -3.70011 -14.34689  0.2788
C -4.80984 4.08262 -12.15190  -1.2057
C -5.05263 4.13236 -10.58077  0.4161
C -6.39083 3.46676 -10.14788  -0.7610
O -7.52780 4.17593 -10.81237  -0.3236
C -8.86178 3.98486 -10.26343  -0.7470
N -4.00678 3.40723 -9.83699  -0.6669
H -3.99440 4.74574 -12.44075  0.3139
H -5.73015 4.29299 -12.69677  0.3203
H -4.57042 3.09389 -12.54331  0.3137
H -5.23958 5.16290 -10.27887  0.2268
H -6.56204 3.57838 -9.07721  0.3785
H -6.36596 2.38917 -10.30993  0.3619
H -9.01665 4.29193 -9.22910  0.2861
H -8.99622 2.90429 -10.31238  0.3078
H -9.65075 4.43664 -10.86470  0.2500
H -4.19712 3.29904 -8.85101  0.2620
H -3.79798 2.47117 -10.15367  0.2692
C -4.02776 -0.75027 -2.70509  -1.2101
C -3.55200 0.66515 -2.94088  0.2200
C -2.87482 1.04948 -1.62483  -0.7131
O -3.88076 1.22150 -0.54967  -0.3425
C -4.46840 2.52210 -0.47876  -0.6699
N -2.53131 0.63258 -3.97526  -0.6654
H -3.24491 -1.49883 -2.82716  0.3057
H -4.77915 -0.86068 -3.48696  0.3381
H -4.56620 -0.78517 -1.75800  0.3667
H -4.32578 1.42250 -3.06657  0.3411
H -2.16824 1.87915 -1.64705  0.4210
H -2.19479 0.22006 -1.43062  0.3243
H -3.62779 3.20621 -0.36266  0.3176
H -5.15190 2.50504 0.37013  0.2343
H -5.17833 2.66662 -1.29314  0.2666
H -1.80454 0.02185 -3.63042  0.2202
H -2.67827 0.40444 -4.94811  0.2465

Computed properties:
E_HOMO: -0.2070 hartree
ΔE to the lowest compared entry with this formula, charge and spin: 0.279 eV
net charge: 0
multiplicity: 1
HOMO-LUMO gap: 3.65 eV
E_tot: -30913.1089 eV

A molecular structure, C14H38LiN2O6. Source: OMol25; level of theory: ωB97M-V with the def2-TZVPD basis set.

Each line ends with the Mulliken charge.
Cartesian coordinates (Å):
Li 18.12300 0.21800 0.49300  1.1569
C 16.99100 1.84000 -0.56700  -0.7811
O 18.24200 1.42800 0.07600  -0.8258
H 17.15800 2.42000 -1.60900  0.2402
H 16.22700 2.45000 -0.02900  0.3429
H 16.38400 1.02600 -0.80900  0.3997
H 18.89900 1.75100 -0.38000  0.4139
C 15.18500 0.28500 1.74000  -0.5043
O 16.06700 -0.36000 0.99300  -0.2781
H 15.63200 1.17900 1.95500  0.1630
H 15.01200 -0.36700 2.79600  -0.0375
H 14.20200 0.35700 1.38000  0.4902
H 15.54400 -0.74300 0.53500  0.1812
C 18.42600 -2.37400 -1.52800  -1.1358
O 18.83200 -1.38000 -0.65200  -0.1154
C 20.12700 -1.66400 -0.10900  -0.2797
C 20.62300 -0.45300 0.69200  -1.4524
N 19.66900 -0.34900 1.78800  -0.0299
C 19.86100 0.69300 2.64400  -0.8858
C 19.53100 2.06500 2.01500  -0.7240
O 18.11900 2.05500 1.57800  -0.1897
C 17.62000 3.30600 1.52400  -0.7700
H 17.93300 -3.24500 -0.95400  0.1520
H 19.21300 -2.64500 -2.08500  0.5918
H 17.68700 -2.20800 -2.21700  0.3990
H 20.79500 -2.05900 -0.95900  0.5794
H 20.15500 -2.43700 0.59600  0.0978
H 20.74300 0.28000 0.03900  0.4625
H 21.62000 -0.59900 0.98300  0.7609
H 19.92200 -1.03500 2.34700  0.1892
H 20.94800 0.76900 3.06300  0.4525
H 19.25900 0.67600 3.49400  0.2693
H 20.16200 1.99900 0.93000  0.0461
H 19.96200 2.83300 2.54200  0.7751
H 17.86100 4.12100 2.24900  0.3113
H 16.42300 3.14600 1.60700  0.2058
H 17.97000 3.86800 0.42300  0.2289
C 15.52700 -0.29800 7.93700  -0.7571
O 15.97000 -0.14700 6.61500  -0.3295
C 16.81300 -1.16800 6.08900  -0.7052
C 16.61200 -1.38300 4.64700  0.1951
N 17.45000 -2.44700 4.24800  -0.3341
C 17.31800 -2.78100 2.77100  0.4342
C 18.16300 -4.06800 2.58200  -0.7503
O 17.87000 -4.39900 1.14700  -0.3974
C 18.94700 -5.47300 0.85000  -0.9243
H 14.83700 0.46300 8.57300  0.2415
H 16.30300 -0.17200 8.64600  0.3382
H 14.96500 -1.27200 8.12000  0.2965
H 16.49200 -2.03600 6.70000  0.3704
H 17.81300 -0.91800 6.03100  0.2948
H 16.82200 -0.62000 3.85400  -0.2961
H 15.54600 -1.58800 4.46100  0.3254
H 17.08500 -3.29500 4.63900  0.3406
H 17.49500 -1.92400 2.20300  -0.6485
H 16.29700 -2.81800 2.34300  0.2809
H 17.76400 -4.83700 3.12900  0.6302
H 19.21700 -3.95200 2.67000  0.4261
H 18.75500 -5.69600 -0.08500  0.3529
H 18.79500 -6.31600 1.53000  0.3250
H 19.87600 -5.05100 0.88900  0.3905

Computed properties:
E_HOMO: -0.3996 hartree
ΔE to the lowest compared entry with this formula, charge and spin: 10.235 eV
net charge: +1
multiplicity: 1
HOMO-LUMO gap: 8.59 eV
E_tot: -30580.9317 eV

A molecular structure, C14H38O6Sr. Source: OMol25; level of theory: ωB97M-V with the def2-TZVPD basis set.

Each line ends with the Mulliken charge.
Cartesian coordinates (Å):
Sr 10.48633 9.58294 8.29940  1.9023
C 8.50396 10.58981 4.72306  -1.1395
C 7.98417 9.43617 5.59582  0.2404
C 7.46958 8.39612 4.65772  -1.5220
O 9.00368 9.01739 6.48178  -0.6222
H 8.86996 11.38673 5.38487  0.0803
H 7.69207 11.00040 4.09376  0.4433
H 9.29969 10.32306 3.97418  0.2666
H 7.17961 9.86982 6.19234  0.2916
H 6.50422 8.73214 4.22970  0.3915
H 7.40577 7.45109 5.17927  0.3568
H 8.20390 8.15218 3.88173  0.3172
C 14.67018 11.06945 10.31383  -1.2816
C 14.48640 10.37388 9.01363  0.3230
C 15.24360 8.98409 8.94838  -1.3707
O 13.05264 10.03464 8.86735  -0.2009
H 14.01648 11.99274 10.32645  0.2594
H 15.69863 11.35852 10.42344  0.4739
H 14.42850 10.39268 11.15837  0.2592
H 14.73826 10.94188 8.15384  0.4489
H 16.25670 9.05514 8.71113  0.4752
H 14.86292 8.54212 8.03916  0.3054
H 15.12728 8.38686 9.82855  0.2886
C 12.05492 8.10773 11.44109  -0.5890
C 11.02410 9.30212 11.63754  -0.6429
O 11.04371 10.12187 10.51266  -0.9727
H 12.07102 7.45244 12.36344  0.3687
H 13.02381 8.44981 11.18399  0.0841
H 11.55870 7.49086 10.72159  0.0309
H 11.42600 9.85937 12.52317  0.2455
H 10.00329 8.93578 11.78849  0.3453
H 12.60735 10.13423 9.69970  0.2261
C 11.92811 11.54177 5.59346  -0.1708
C 12.03810 10.16689 4.85796  -0.4378
O 11.42039 9.21486 5.66371  -0.5225
H 11.95113 12.39996 4.86547  0.3603
H 12.71824 11.62875 6.26644  0.0977
H 10.92069 11.55120 5.99069  -0.3000
H 13.04436 9.92508 4.55611  0.4260
H 11.49744 10.21625 3.88885  0.2517
H 10.44273 9.27102 5.56533  0.3231
C 7.75336 13.29451 8.26798  -0.9848
C 9.07259 13.05602 9.03499  -0.3601
O 9.37974 11.64985 9.16572  -0.4164
H 6.88304 13.12296 8.89021  0.3221
H 7.66693 12.72554 7.32565  0.1654
H 7.74954 14.42233 8.00464  0.3303
H 9.01695 13.63022 9.96361  0.3660
H 9.82561 13.55927 8.47487  0.2752
H 9.87396 11.39431 10.03210  0.2493
C 10.83822 4.97984 8.02870  -1.0870
C 9.51733 5.60518 7.67329  -0.2534
O 9.62050 6.99674 7.83311  -0.3497
H 10.95828 4.83367 9.06991  0.2895
H 11.65260 5.53282 7.62568  0.2853
H 10.85520 3.97472 7.51144  0.3282
H 8.72263 5.26172 8.36698  0.2659
H 9.16655 5.43341 6.65177  0.3525
H 9.24403 7.49192 7.06588  0.1115

Computed properties:
E_HOMO: -0.3185 hartree
ΔE to the lowest compared entry with this formula, charge and spin: 0.306 eV
net charge: 0
multiplicity: 1
HOMO-LUMO gap: 9.25 eV
E_tot: -28256.0387 eV